No. 1
Entry from OMol25: a structure of composition C24H34N4NaOS3 (the ωB97M-V functional and the def2-TZVPD basis).

Structure (ORCA input):
```
! wB97M-V def2-TZVPD RIJCOSX def2/J DEFGRID3
* xyz 1 1
Na -2.52 1.38 -1.98
S 0.40 1.58 -1.66
C 0.80 1.72 -0.06
N 2.05 1.81 0.38
C 2.33 1.74 1.81
C 1.39 0.73 2.43
N 0.02 1.16 2.15
C -0.97 0.85 3.19
C -1.04 -0.64 3.42
C -1.39 -1.48 2.36
C -1.44 -2.85 2.56
C -1.14 -3.39 3.81
C -0.79 -2.56 4.85
C -0.74 -1.18 4.66
C -0.29 1.74 0.99
S -1.74 2.49 0.69
C 3.22 1.81 -0.50
C 3.96 0.49 -0.41
C 5.33 0.47 -0.17
C 6.00 -0.74 -0.07
C 5.31 -1.94 -0.20
C 3.94 -1.92 -0.44
C 3.27 -0.71 -0.55
H 2.21 2.72 2.28
H 3.36 1.41 1.94
H 1.51 0.69 3.51
H 1.57 -0.27 2.02
H -1.93 1.25 2.86
H -0.68 1.37 4.10
H -1.63 -1.06 1.39
H -1.73 -3.51 1.75
H -1.19 -4.46 3.96
H -0.56 -2.97 5.83
H -0.46 -0.53 5.48
H 3.87 2.62 -0.19
H 2.87 2.00 -1.51
H 5.87 1.40 -0.05
H 7.07 -0.75 0.12
H 5.84 -2.88 -0.12
H 3.40 -2.85 -0.54
H 2.20 -0.70 -0.74
N -4.84 1.95 -2.00
C -4.79 3.38 -1.69
C -3.96 4.13 -2.73
N -2.55 3.73 -2.67
H -5.40 1.79 -2.83
H -5.32 1.45 -1.25
H -4.33 3.51 -0.71
H -5.79 3.84 -1.64
H -4.11 5.21 -2.57
H -4.34 3.90 -3.72
H -2.11 4.10 -1.84
H -2.05 4.11 -3.46
O -2.33 -0.70 -2.06
S -2.07 -1.94 -2.88
C -1.59 -3.20 -1.66
C -0.13 -2.94 -1.34
C 0.53 -2.76 -2.70
C -0.34 -1.77 -3.47
H -1.74 -4.18 -2.12
H -2.29 -3.09 -0.83
H 0.31 -3.77 -0.78
H -0.03 -2.03 -0.74
H 0.57 -3.72 -3.22
H 1.56 -2.39 -2.64
H -0.31 -1.90 -4.55
H -0.09 -0.74 -3.22
*
```

Output
Total energy ... -2585.95134 Eh
LUMO energy ... -3.005 eV
F_max ... 0.568 eV Å⁻¹

Charges computed using Löwdin, reported in e: number 1, Na, carries 0.168; number 2, S, carries 0.768; number 3, C, carries -0.700; number 4, N, carries -0.104; number 5, C, carries -0.091; number 6, C, carries -0.093; number 7, N, carries -0.101; number 8, C, carries -0.115; number 9, C, carries -0.219; number 10, C, carries -0.033; number 11, C, carries -0.073; number 12, C, carries -0.076; number 13, C, carries -0.068; number 14, C, carries -0.038; number 15, C, carries -0.709; number 16, S, carries 0.743; number 17, C, carries -0.114; number 18, C, carries -0.216; number 19, C, carries -0.038; number 20, C, carries -0.068; number 21, C, carries -0.076; number 22, C, carries -0.073; number 23, C, carries -0.045; number 24, H, carries 0.146; number 25, H, carries 0.136; number 26, H, carries 0.140; number 27, H, carries 0.141; number 28, H, carries 0.075; number 29, H, carries 0.136; number 30, H, carries 0.114; number 31, H, carries 0.097; number 32, H, carries 0.108; number 33, H, carries 0.109; number 34, H, carries 0.116; number 35, H, carries 0.136; number 36, H, carries 0.081; number 37, H, carries 0.116; number 38, H, carries 0.109; number 39, H, carries 0.108; number 40, H, carries 0.102; number 41, H, carries 0.085; number 42, N, carries -0.008; number 43, C, carries -0.265; number 44, C, carries -0.258; number 45, N, carries -0.009; number 46, H, carries 0.090; number 47, H, carries 0.089; number 48, H, carries 0.096; number 49, H, carries 0.116; number 50, H, carries 0.115; number 51, H, carries 0.117; number 52, H, carries 0.054; number 53, H, carries 0.084; number 54, O, carries -0.606; number 55, S, carries 0.994; number 56, C, carries -0.310; number 57, C, carries -0.240; number 58, C, carries -0.221; number 59, C, carries -0.291; number 60, H, carries 0.101; number 61, H, carries 0.086; number 62, H, carries 0.119; number 63, H, carries 0.100; number 64, H, carries 0.119; number 65, H, carries 0.106; number 66, H, carries 0.093; number 67, H, carries 0.044


No. 2
Entry from OMol25: the molecule C4H13N3 (the ωB97M-V functional and the def2-TZVPD basis).

Structure (ORCA input):
```
! wB97M-V def2-TZVPD RIJCOSX def2/J DEFGRID3
* xyz 0 1
C -2.05 -0.70 -0.28
C -1.31 0.68 -0.19
N -1.99 1.61 0.71
C 0.14 0.50 0.35
N 0.93 -0.10 -0.73
C 2.38 -0.05 -0.61
N 2.97 -1.04 0.33
H -2.97 -0.47 -0.84
H -1.46 -1.31 -0.96
H -2.33 -1.11 0.69
H -1.32 1.08 -1.20
H -2.04 1.21 1.64
H -2.98 1.62 0.44
H 0.41 1.53 0.60
H 0.20 -0.10 1.28
H 0.70 -1.08 -0.64
H 2.81 0.89 -0.26
H 2.73 -0.30 -1.60
H 2.48 -0.91 1.22
H 2.69 -1.97 0.04
*
```

Output
Energy above the lowest of the compared OMol25 structures with the same formula, charge and spin ... 21.3 kcal/mol
Total energy ... -324.44102 Eh
Structure (SMILES) ... C[C@@H](N)CNCN
LUMO energy ... 0.956 eV
F_max ... 2.552 eV Å⁻¹

Charges computed using Löwdin, reported in e: number 1, C, carries -0.069; number 2, C, carries -0.435; number 3, N, carries 0.010; number 4, C, carries -0.219; number 5, N, carries -0.075; number 6, C, carries -0.300; number 7, N, carries -0.006; number 8, H, carries 0.071; number 9, H, carries 0.059; number 10, H, carries 0.071; number 11, H, carries 0.127; number 12, H, carries 0.068; number 13, H, carries 0.065; number 14, H, carries 0.116; number 15, H, carries 0.113; number 16, H, carries 0.087; number 17, H, carries 0.113; number 18, H, carries 0.100; number 19, H, carries 0.052; number 20, H, carries 0.052


No. 3
Entry from OMol25: a cluster of 3 separate species, C5H14O2 in total (the ωB97M-V functional and the def2-TZVPD basis).

Structure (ORCA input):
```
! wB97M-V def2-TZVPD RIJCOSX def2/J DEFGRID3
* xyz -1 2
C 0.51 2.23 0.33
C -0.23 0.92 0.29
C 0.45 -0.26 0.22
C -0.14 -1.59 -0.21
C -1.63 0.94 0.88
H 0.41 2.80 -0.59
H 0.18 2.94 1.11
H 1.61 2.11 0.47
H 1.53 -0.11 0.15
H -1.03 -1.32 -0.81
H -0.48 -2.18 0.63
H 0.53 -2.15 -0.85
H -2.20 1.85 0.66
H -2.22 0.09 0.53
H -1.63 0.80 1.99
H -1.94 2.68 -2.50
H -1.16 1.60 -1.77
O -1.41 1.89 -2.67
H 3.24 -4.08 1.36
H 2.49 -4.96 0.36
O 3.13 -4.23 0.41
*
```

Output
Energy above the lowest of the compared OMol25 structures with the same formula, charge and spin ... 19.6 kcal/mol
Total energy ... -349.30270 Eh
LUMO energy (spin up / spin down) ... 3.577 / 3.575 eV
F_max ... 1.312 eV Å⁻¹

Charges computed using Löwdin, reported in e: number 1, C, carries -0.173; number 2, C, carries -0.458; number 3, C, carries -0.250; number 4, C, carries -0.179; number 5, C, carries -0.198; number 6, H, carries 0.051; number 7, H, carries 0.058; number 8, H, carries 0.055; number 9, H, carries 0.056; number 10, H, carries 0.056; number 11, H, carries 0.037; number 12, H, carries 0.044; number 13, H, carries 0.046; number 14, H, carries 0.049; number 15, H, carries 0.043; number 16, H, carries 0.012; number 17, H, carries -0.010; number 18, O, carries -0.111; number 19, H, carries 0.005; number 20, H, carries 0.010; number 21, O, carries -0.145


Question: Which formula does entry 3 have?
Answer: C5H14O2